[1]
C4H8O2 | ωB97M-V/def2-TZVPD

Results
* energy: -8369.091 eV
* frontier orbital gap (spin up / spin down): 8.6 / 8.6 eV
* 2S+1: 1
* E_LUMO (spin up / spin down): -0.008 / -0.008 hartree
* F_max: 1.5 eV Å⁻¹
* molar mass: 88.11 g mol⁻¹
* ΔE to the lowest compared entry with this formula, charge and spin: 96.7 kcal/mol

Geometry (Å):
O 1.819 -0.712 -0.341
O -1.679 -1.136 -1.212
C 0.572 -0.659 -0.219
C -0.300 -0.952 -1.444
C -0.076 0.191 0.735
C 0.763 1.311 1.248
H 0.225 2.080 1.810
H 1.207 1.767 0.339
H 0.104 -1.407 0.711
H 1.630 0.945 1.795
H -0.096 -0.070 -2.067
H -2.129 -0.287 -1.292
H 0.114 -1.836 -1.921
H -1.155 0.181 0.859

Results of the Löwdin charge analysis, in e, for atoms 1 through 2: -0.0347 -0.0580

---

[2]
C4H11N3 | ωB97M-V/def2-TZVPD

Results
* energy: -8794.055 eV
* charge: -1
* frontier orbital gap (spin up / spin down): 2.9 / 9.3 eV
* 2S+1: 2
* E_LUMO (spin up / spin down): 0.153 / 0.154 hartree
* F_max: 3.8 eV Å⁻¹
* molar mass: 101.15 g mol⁻¹
* ΔE to the lowest compared entry with this formula, charge and spin: 32.7 kcal/mol

Geometry (Å):
N 1.194 -0.090 1.236
N 2.798 1.319 2.129
N -2.468 -0.225 -1.252
C -0.084 -0.155 0.537
C -1.121 -0.138 -1.826
C -0.113 -0.843 -0.841
C 1.605 1.104 1.778
H -0.699 0.728 0.607
H 3.657 0.917 1.797
H -2.788 0.666 -0.878
H -0.381 -1.899 -0.846
H -0.659 -0.892 1.151
H -0.842 0.899 -2.025
H 0.760 1.809 1.977
H -2.510 -0.979 -0.583
H 1.866 -0.809 1.080
H -1.092 -0.740 -2.748
H 0.875 -0.673 -1.293

Results of the Löwdin charge analysis, in e, for atoms 1 through 2: -0.0205 0.0189

---

[3]
C19H47INbO9 | ωB97M-V/def2-TZVPD

Results
* energy: -48534.478 eV
* charge: -1
* frontier orbital gap: 7.1 eV
* 2S+1: 1
* E_LUMO: 0.082 hartree
* F_max: 2.2 eV Å⁻¹
* molar mass: 639.39 g mol⁻¹
* ΔE to the lowest compared entry with this formula, charge and spin: 25.9 kcal/mol

Geometry (Å):
I -0.605 5.829 1.124
Nb -0.829 4.352 3.547
O -2.642 0.333 0.523
O -0.232 1.440 2.354
O 4.215 2.993 -0.613
O -0.908 -6.076 -0.048
O -5.729 1.525 -0.442
O -0.156 -3.274 0.968
O 2.082 1.305 -1.943
O 4.229 2.163 -3.881
O 2.041 -4.708 -0.555
C -1.316 2.328 2.562
C 3.786 1.724 -0.183
C -4.710 0.563 -0.591
C 2.090 2.501 -2.687
C -1.230 0.334 0.455
C -5.725 2.311 0.740
C 2.145 -4.205 0.760
C -3.307 1.077 -0.471
C 0.844 -4.092 1.525
C -0.609 0.221 1.784
C -5.524 1.571 2.010
C 2.857 2.479 -3.989
C -0.802 -3.612 -0.238
C 2.411 -3.833 -1.596
C 4.655 0.977 -4.505
C 3.602 4.118 0.002
C -1.269 -6.856 1.067
C 3.246 0.855 -1.294
C -1.629 -4.876 -0.245
H 2.650 3.871 0.478
H 2.366 3.361 -2.072
H -2.607 4.863 3.771
H -0.155 5.634 4.690
H 2.346 -2.786 -1.290
H -1.518 -2.800 -0.388
H -2.051 1.829 3.164
H 2.776 3.491 -4.405
H -0.876 1.245 0.027
H 4.036 0.600 -2.010
H 5.106 1.185 -5.479
H -4.580 1.081 2.058
H -1.745 2.594 1.615
H -2.436 -4.789 0.490
H 1.107 -3.591 2.460
H 1.732 -3.988 -2.437
H -6.684 2.773 0.762
H 0.456 -5.078 1.804
H 2.650 -3.233 0.757
H 3.830 0.270 -4.640
H -0.119 -3.580 -1.092
H 1.045 2.648 -2.972
H 4.655 1.182 0.218
H -1.911 -7.691 0.768
H 0.952 3.921 3.332
H -0.885 3.321 5.020
H -5.544 2.284 2.801
H -2.093 -4.922 -1.239
H -4.822 -0.240 0.107
H 3.429 -4.039 -1.937
H -0.898 -0.462 -0.185
H -5.010 3.104 0.665
H -2.796 0.983 -1.406
H 2.365 1.797 -4.693
H 2.942 -0.079 -0.812
H -3.304 2.122 -0.214
H 5.412 0.506 -3.873
H -0.361 -7.266 1.513
H -4.857 0.152 -1.561
H 3.048 1.809 0.622
H -1.789 -6.264 1.825
H 4.270 4.549 0.753
H 2.775 -4.897 1.335
H -6.323 0.878 2.179
H -1.271 -0.330 2.430
H 0.283 -0.358 1.685
H 3.418 4.872 -0.764

Results of the Löwdin charge analysis, in e, for atoms 1 through 2: -0.2517 0.6684

---

[4]
C35H29ClIrN4O2S | ωB97M-V/def2-TZVPD

Results
* energy: -73008.575 eV
* charge: +1
* frontier orbital gap: 6.4 eV
* 2S+1: 1
* E_LUMO: -0.131 hartree
* F_max: 1.4 eV Å⁻¹
* molar mass: 797.38 g mol⁻¹
* ΔE to the lowest compared entry with this formula, charge and spin: 31.3 kcal/mol

Geometry (Å):
Ir -0.375 -2.012 -0.192
Cl -4.757 -6.280 -1.220
S -2.047 -1.222 -3.068
O 1.388 3.113 5.179
O 1.493 -2.663 0.133
N 5.007 2.490 1.024
N 0.571 -0.249 -0.128
N -1.742 -2.185 -1.821
N 5.133 1.546 0.235
C -2.655 -5.261 0.131
C 2.784 0.747 0.035
C 2.188 2.014 -0.125
C 2.407 -1.694 0.104
C -3.819 0.773 -3.596
C 3.669 1.431 2.845
C -0.350 0.960 -3.439
C 4.172 0.493 0.153
C -1.688 -1.863 1.376
C -4.236 1.412 -0.916
C -2.549 -2.948 0.871
C -3.903 -5.016 -0.404
C -4.893 2.118 -1.918
C -0.464 -0.406 -3.241
C 2.269 2.857 4.189
C 4.057 2.527 2.083
C 3.596 3.800 2.425
C 2.783 1.595 3.901
C 2.044 0.704 -3.534
C 0.654 -1.233 -3.216
C 1.911 -0.668 -3.357
C 1.935 -0.372 0.003
C 0.825 2.112 -0.193
C -3.825 -2.731 0.336
C 2.689 3.965 3.447
C 0.971 2.035 6.002
C -3.354 0.396 -1.250
C 4.630 -0.797 0.095
C -4.689 1.797 -3.253
C -4.503 -3.759 -0.285
C 3.765 -1.902 0.108
C 0.918 1.512 -3.581
C -3.140 0.104 -2.587
C -1.985 -4.229 0.789
C 0.037 0.954 -0.171
H 0.468 1.262 5.416
H -5.581 2.910 -1.654
H -4.423 1.647 0.124
H 0.273 2.457 6.718
H -1.028 -4.432 1.263
H 2.807 2.899 -0.194
H -2.220 -6.248 0.062
H -2.859 -0.199 -0.492
H 2.788 -1.303 -3.328
H 2.514 0.737 4.499
H -4.281 -1.751 0.410
H 0.335 3.070 -0.289
H 5.701 -0.954 0.111
H -2.410 -2.953 -1.831
H 1.020 2.579 -3.725
H 2.310 4.942 3.714
H 1.816 1.597 6.536
H 3.963 4.651 1.867
H 4.080 0.449 2.656
H 3.029 1.141 -3.642
H 0.546 -2.302 -3.078
H -5.495 -3.609 -0.691
H -1.101 -2.171 2.243
H 4.158 -2.908 0.125
H -1.036 1.006 -0.239
H -2.185 -0.914 1.575
H -3.669 0.500 -4.634
H -1.223 1.596 -3.465
H -5.219 2.334 -4.028

Results of the Löwdin charge analysis, in e, for atoms 1 through 2: 1.2944 0.7056

---

[5]
C29H24Cl2HgN5O2 | ωB97M-V/def2-TZVPD

Results
* energy: -71225.210 eV
* frontier orbital gap (spin up / spin down): 5.8 / 6.8 eV
* 2S+1: 2
* E_LUMO (spin up / spin down): -0.026 / -0.027 hartree
* F_max: 1.2 eV Å⁻¹
* molar mass: 746.04 g mol⁻¹

Geometry (Å):
Hg -0.866 -0.040 -0.010
Cl 0.477 -3.029 -0.181
Cl -0.812 -5.049 -1.863
O -0.319 -0.782 1.924
O -0.306 -0.336 -2.641
N 1.301 -0.044 -0.425
N -3.407 1.505 -0.256
N -2.985 0.253 -0.234
N -1.141 2.219 -0.168
N 2.201 -0.024 0.485
C 3.643 0.773 -3.216
C -3.964 -0.725 -0.274
C -2.472 2.486 -0.217
C 0.977 0.063 -2.856
C -2.927 3.825 -0.248
C 4.363 0.056 4.754
C 3.155 0.525 -1.946
C 3.232 -0.016 2.595
C 1.821 0.178 -1.730
C -0.647 4.552 -0.230
C 5.547 0.385 4.145
C 0.794 -0.561 2.491
C 4.456 0.338 1.998
C 2.798 0.675 -4.308
C 2.014 -0.204 1.804
C -3.551 -2.064 -0.338
C -2.017 4.848 -0.253
C -5.832 -2.806 -0.321
C -6.252 -1.482 -0.275
C -0.272 -4.635 -0.230
C 5.588 0.532 2.755
C -4.473 -3.092 -0.359
C 1.472 0.320 -4.126
C -5.339 -0.444 -0.257
C -1.251 -0.173 -3.686
C 0.838 -0.702 3.923
C -0.270 3.230 -0.183
C 3.199 -0.151 3.996
C 1.963 -0.489 4.633
H -2.223 -0.387 -3.247
H 4.680 1.051 -3.350
H -6.556 -3.611 -0.327
H 6.517 0.809 2.274
H 3.165 0.866 -5.307
H 1.949 -0.562 5.714
H -5.653 0.588 -0.216
H 0.822 0.236 -4.986
H 4.492 0.465 0.928
H -4.138 -4.120 -0.407
H -7.311 -1.258 -0.248
H 6.441 0.534 4.737
H -1.141 -4.629 0.417
H 0.098 5.335 -0.245
H -2.350 5.877 -0.280
H -1.063 -0.871 -4.504
H 4.302 -0.045 5.831
H 3.802 0.607 -1.088
H -0.093 -0.969 4.404
H -3.994 3.994 -0.268
H 0.465 -5.362 0.089
H -1.245 0.854 -4.061
H -2.484 -2.269 -0.372
H 0.780 2.953 -0.160

Results of the Löwdin charge analysis, in e, for atoms 1 through 2: 1.2093 0.5680

---

[6]
C6H13NO3PS | ωB97M-V/def2-TZVPD

Results
* energy: -34192.559 eV
* charge: -1
* frontier orbital gap: 7.5 eV
* 2S+1: 1
* E_LUMO: 0.121 hartree
* F_max: 4.0 eV Å⁻¹
* molar mass: 210.22 g mol⁻¹
* ΔE to the lowest compared entry with this formula, charge and spin: 48.7 kcal/mol

Geometry (Å):
S 2.233 -4.362 1.604
P 3.015 -2.971 0.051
O 2.928 -3.611 -1.262
O 1.474 -1.942 0.334
O 4.323 -2.465 0.524
N 2.118 -0.658 -1.549
C -1.375 1.862 -0.880
C 0.267 0.052 -0.099
C 1.284 -0.791 -0.446
C -1.032 -1.457 1.385
C -0.412 -0.106 1.247
C 0.118 1.421 -0.639
H 2.449 -1.621 -1.598
H -1.375 2.739 -1.517
H -0.378 -2.218 1.722
H 0.613 1.441 -1.641
H -1.089 0.753 1.244
H 1.891 -0.243 -2.401
H -1.879 2.216 0.061
H -1.871 1.081 -1.517
H 0.286 0.027 2.112
H -1.389 -1.762 0.476
H -1.829 -1.407 2.198
H 0.963 -4.141 1.139
H 0.535 2.275 -0.122

Results of the Löwdin charge analysis, in e, for atoms 1 through 2: 0.3963 0.1503